A cluster of 2 separate species, C2H8OS2 in total. Source: OMol25; level of theory: the ωB97M-V functional and the def2-TZVPD basis.

Geometry as XYZ:
```
13
Properties=species:S:1:pos:R:3:forces:R:3:nbo_charge:R:1
C 1.04015 -0.68618 -1.52581 -0.3 0.5 -0.5 -0.743
S -0.49841 0.06565 -2.14425 -0.2 0.0 0.1 0.070
S -1.86299 -0.26686 -0.65169 0.2 -0.1 -0.1 0.095
C -1.63561 1.20331 0.36881 -0.2 0.3 0.4 -0.760
H 1.21559 -0.39587 -0.49471 0.1 -0.2 0.0 0.235
H 1.01729 -1.75106 -1.69511 0.0 -0.3 0.3 0.219
H 1.79023 -0.26661 -2.19481 0.2 0.1 0.1 0.219
H -2.15851 1.04268 1.32549 0.1 -0.1 -0.3 0.223
H -0.57757 1.38269 0.57894 -0.2 -0.1 -0.1 0.217
H -2.07561 2.08189 -0.10939 0.1 -0.1 0.0 0.220
O 1.05776 -1.06732 1.98066 -0.2 0.0 -0.1 -0.939
H 0.67563 -0.37227 2.52862 0.2 -0.1 0.0 0.472
H 2.01206 -0.97006 2.03325 0.0 0.1 0.1 0.470
```
Positions in Å, forces in eV/Å.

Properties
* max |F|: 0.01550 Eh/bohr
* SMILES: CSSC.O
* E_LUMO: 0.61 eV
* calculated total energy: -25921.71519 eV
* HOMO: -8.77 eV
* net charge: 0
* molecular weight: 112.22 g/mol
* ΔE to the lowest compared entry with this formula, charge and spin: 21.26 kJ/mol

A cluster of 2 separate species, C2H8OS2 in total. Source: OMol25; level of theory: the ωB97M-V functional and the def2-TZVPD basis.

Geometry as XYZ:
```
13
Properties=species:S:1:pos:R:3:forces:R:3:nbo_charge:R:1
C 1.30395 -1.49964 -0.04646 0.3 0.6 -0.2 -0.727
S 2.06106 0.19145 -0.20855 -0.4 -0.7 0.5 0.073
S 1.66587 0.96130 1.65311 -0.2 0.4 0.0 -0.142
H 2.09188 -2.17943 -0.35415 -0.2 -0.2 -0.1 0.225
H 0.42038 -1.57215 -0.67370 0.1 -0.1 -0.1 0.219
H 1.02538 -1.72331 0.97915 0.1 0.2 0.1 0.234
H 0.67324 1.84374 1.35959 0.2 -0.3 0.0 0.121
C -1.51361 0.72945 -0.78111 -0.8 0.7 -0.7 -0.252
O -2.13000 0.41134 0.45173 0.0 -0.3 -0.3 -0.715
H -0.73941 1.47323 -0.61098 0.3 -0.1 -0.3 0.165
H -1.18012 -0.10412 -1.40155 0.5 -0.4 0.5 0.157
H -2.26724 1.17411 -1.43662 -0.1 0.3 0.3 0.179
H -1.41138 0.29404 1.06953 0.1 -0.2 0.5 0.463
```
Positions in Å, forces in eV/Å.

Properties
* max |F|: 0.02443 Eh/bohr
* SMILES: CSS.CO
* E_LUMO: 0.40 eV
* calculated total energy: -25921.01903 eV
* HOMO: -9.24 eV
* net charge: 0
* molecular weight: 112.22 g/mol
* ΔE to the lowest compared entry with this formula, charge and spin: 88.43 kJ/mol